Entry 1:
The following is a DFT calculation (the ωB97M-V functional and the def2-TZVPD basis) of 2 unconnected molecules or ions with the total composition C17H30N4O7 in a non-equilibrium geometry.

XYZ file:
```
58
Properties=species:S:1:pos:R:3:forces:R:3
C -1.287759 4.065135 -1.652590 -0.1 0.0 0.1
O -1.509980 2.842953 -2.312873 0.0 -0.1 -0.2
C -0.410923 1.987720 -2.392438 -0.2 0.3 0.2
C -0.601388 0.678075 -1.625253 1.2 -1.2 -0.5
C -1.827482 -0.107372 -2.098833 -0.5 0.6 0.0
C -3.240756 0.420081 -1.711399 0.1 0.0 0.1
O -3.220650 1.400521 -0.677857 0.0 0.1 -0.1
C -4.068448 0.949638 -2.916198 -0.2 0.5 0.4
N -4.398174 2.378594 -2.832266 0.0 -0.2 -0.2
N 0.575260 -0.184434 -2.074815 -0.1 0.4 0.7
C 1.315756 -0.598265 -0.941255 -0.5 -0.1 0.0
O 2.008492 -1.569399 -0.879146 0.6 0.0 0.0
C 1.042742 0.396850 0.193480 0.2 -0.1 0.1
C 1.398018 -0.063065 1.592266 -0.3 0.0 0.4
C 1.190249 0.993665 2.694179 0.0 0.1 0.4
C -0.166031 0.868261 3.417975 0.0 0.2 -0.5
C 2.320862 0.930111 3.726979 -0.2 0.3 0.0
N 1.847776 1.606830 -0.138680 -0.2 -0.5 -0.1
C 3.035168 1.540150 -0.392736 -0.2 0.2 0.2
O 4.164662 1.585042 -0.631675 0.4 0.0 -0.2
C -0.406184 0.767112 -0.089125 -0.1 1.5 -0.1
O -1.344132 -0.001010 0.699579 0.1 -0.4 0.0
C -1.236704 -1.285851 0.614999 0.0 0.1 -0.1
N -1.153936 -2.430909 0.524816 0.0 -0.2 0.1
H -0.808301 3.923735 -0.679418 0.1 0.0 0.0
H -2.260989 4.518568 -1.484924 -0.1 0.0 0.0
H -0.683078 4.743034 -2.261944 0.1 0.0 0.0
H 0.505547 2.479580 -2.057923 0.1 0.0 0.0
H -0.287465 1.696307 -3.441193 0.1 0.0 -0.1
H -1.745286 -0.119811 -3.185765 0.0 -0.1 -0.1
H -1.718695 -1.142879 -1.784845 0.1 0.0 0.1
H -3.786666 -0.444481 -1.327212 0.0 -0.1 0.0
H -3.384708 0.960322 0.156629 0.0 -0.1 0.1
H -4.993294 0.369148 -2.931683 0.1 -0.2 -0.3
H -3.526702 0.770535 -3.841296 0.0 -0.1 -0.1
H -5.310446 2.493048 -2.414672 0.0 0.1 0.1
H -4.451181 2.766524 -3.763639 0.0 0.0 0.0
H 1.215273 0.327268 -2.676323 -0.2 -0.3 -0.4
H 0.817119 -0.949233 1.854736 0.1 -0.1 -0.1
H 2.443263 -0.374694 1.589637 0.1 0.0 -0.2
H 1.219061 1.996450 2.264871 0.1 0.0 -0.2
H -0.080912 1.198709 4.450116 0.0 -0.1 0.1
H -0.918523 1.495854 2.938416 -0.1 0.0 0.0
H -0.547265 -0.150929 3.376794 0.1 -0.1 0.3
H 3.302503 0.857634 3.260862 0.1 -0.1 0.0
H 2.164213 0.112343 4.430285 0.2 -0.2 -0.1
H 2.313903 1.851543 4.311121 0.0 0.0 0.1
H -0.556426 1.795574 0.231966 -0.3 -0.1 0.1
O 1.972199 -3.828808 2.225165 0.1 0.0 0.0
C 1.898603 -4.874218 1.253100 -0.1 0.2 -0.1
C 3.284121 -5.223075 0.759006 0.1 0.1 0.2
O 4.118151 -5.631887 1.833265 -0.1 -0.1 0.0
H 2.215317 -3.023554 1.754343 0.0 0.0 0.0
H 1.453889 -5.733704 1.753593 0.0 0.0 0.1
H 1.252978 -4.572057 0.423432 0.0 -0.1 0.0
H 3.241810 -6.044017 0.042711 0.0 0.0 0.0
H 3.726603 -4.348129 0.263995 -0.1 0.0 -0.1
H 3.888950 -5.065131 2.579661 0.0 0.0 0.0
```
Forces are in eV/Å.

Properties
**Energy**: -38405.7258 eV
**SMILES**: COC[C@@]1(C[C@@H](O)CN)NC(=O)[C@@](CC(C)C)(N=C=O)[C@@H]1OC#N.OCCO
**Frontier orbital gap**: 0.3508 hartree

Atomic partial charges in e from the Löwdin method, atoms 1 to 8:
1 C -0.0849
2 O -0.1722
3 C -0.1653
4 C -0.3088
5 C -0.0525
6 C -0.3177
7 O -0.0339
8 C -0.2013



Entry 2:
The following is a DFT calculation (the ωB97M-V functional and the def2-TZVPD basis) of a molecular structure, C5H13O3Yb in a non-equilibrium geometry.

XYZ file:
```
22
Properties=species:S:1:pos:R:3:forces:R:3
C 2.395379 -1.868863 1.388440 0.7 -0.3 0.2
O 1.430418 -0.978309 0.836187 1.2 -0.2 -0.2
H 2.458135 -1.731365 2.476085 0.0 -0.1 -0.3
H 2.067544 -2.884300 1.149133 0.1 0.2 0.1
H 3.375151 -1.679628 0.931448 -0.2 -0.1 0.1
C 1.803639 0.384520 0.746641 0.5 0.3 0.2
O 0.606827 1.066423 0.529527 0.1 0.4 0.0
C 0.355029 1.526018 -0.807744 0.1 0.1 -0.3
C -1.131050 1.456775 -1.043118 -0.1 0.4 -0.1
O -1.550800 0.121048 -0.773939 -0.2 0.7 -1.2
C -2.884176 -0.169900 -1.188316 -0.7 -0.1 -0.3
H 2.511521 0.515494 -0.083844 0.0 0.1 0.3
H 2.205459 0.716614 1.713284 0.1 -0.1 -0.3
H 0.883439 0.879942 -1.522821 -0.1 0.1 0.1
H 0.707041 2.559526 -0.911628 -0.1 -0.2 0.0
H -1.678929 2.146838 -0.384060 0.1 -0.1 -0.2
H -1.345407 1.708883 -2.091075 0.0 0.0 0.2
H -3.087637 0.345154 -2.136163 -0.1 -0.2 0.2
H -3.596633 0.144639 -0.413457 0.1 0.0 -0.3
H -2.954462 -1.251529 -1.344627 0.0 0.2 0.1
Yb -0.729016 -0.930735 0.929623 -1.0 -0.8 1.0
H -1.841471 -2.077244 2.000426 -0.6 -0.6 0.6
```
Forces are in eV/Å.

Properties
**Energy**: -43059.1837 eV
**Total charge**: +1
**Frontier orbital gap**: 0.2841 hartree
**Relative energy (zero: lowest compared OMol25 entry of this formula, charge and spin)**: 0.0 kJ/mol

Atomic partial charges in e from the Löwdin method, atoms 1 to 8:
1 C -0.0324
2 O -0.3416
3 H 0.1118
4 H 0.1086
5 H 0.1106
6 C -0.2205
7 O -0.1745
8 C -0.1322



Entry 3:
The following is a DFT calculation (the ωB97M-V functional and the def2-TZVPD basis) of a molecular structure, C21H16BrN6O4SSeV.

XYZ file:
```
51
Properties=species:S:1:pos:R:3:forces:R:3
V 1.663660 -0.236774 0.456519 0.0 0.2 0.4
N -6.090935 2.061068 -0.999236 0.0 0.0 0.0
C -4.782214 2.058197 -0.719374 0.0 0.0 0.0
C -4.311269 1.486788 0.488623 0.0 0.0 0.0
C -2.979406 1.501238 0.783428 0.0 0.0 0.0
C -2.073093 2.074366 -0.126184 0.1 0.0 0.0
C -2.519703 2.633252 -1.338546 0.0 0.0 0.0
C -3.853014 2.626733 -1.627625 0.0 0.0 0.0
S -0.438758 2.136117 0.272553 -0.1 0.0 0.0
O -0.198016 1.909189 1.659125 0.0 0.0 0.0
O 0.303957 3.050011 -0.522185 0.0 0.0 0.0
N 0.247309 0.523923 -0.332787 0.0 0.0 -0.1
C 0.541770 0.218855 -1.654885 0.0 0.0 -0.3
N -0.069840 0.647006 -2.728714 -0.1 0.1 0.2
C 0.473407 0.240213 -3.875359 0.0 -0.1 -0.1
C 1.610254 -0.567445 -3.939321 0.0 0.0 0.0
C 2.182720 -0.967531 -2.751720 0.0 0.0 0.0
N 1.621733 -0.578203 -1.598093 0.0 0.0 0.0
H -6.763684 1.700543 -0.344821 0.0 0.0 0.0
H -6.444996 2.501099 -1.830941 0.0 0.0 0.0
H -5.013761 1.047295 1.185097 0.0 0.0 0.0
H -2.620709 1.092282 1.717971 0.0 0.0 0.0
H -1.810980 3.078792 -2.022588 0.0 0.0 0.0
H -4.211252 3.072508 -2.546081 0.0 0.0 0.0
H -0.020618 0.569503 -4.781986 0.0 0.0 0.0
H 2.030348 -0.870975 -4.886273 0.0 0.0 0.0
H 3.063423 -1.592076 -2.703191 0.0 0.0 0.0
Br 2.914239 -3.587229 -0.587189 0.0 0.0 0.0
C 4.090353 -2.337887 0.170463 0.0 0.0 0.0
C 5.411546 -2.724455 0.373322 0.0 0.0 0.0
C 6.292270 -1.838148 0.960687 0.0 0.0 0.0
C 5.833378 -0.580591 1.344789 0.0 0.0 0.0
C 4.517478 -0.282522 1.106796 0.0 0.0 0.0
N 3.637832 -1.129926 0.516746 0.0 0.0 0.0
C 3.930650 1.022576 1.518106 -0.1 0.1 0.0
O 4.464356 1.935019 2.028892 0.0 -0.1 0.0
O 2.569733 1.031018 1.189014 0.1 -0.2 0.0
H 5.723853 -3.714452 0.074279 0.0 0.0 0.0
H 7.322300 -2.123974 1.127137 0.0 0.0 0.0
H 6.464997 0.154267 1.824708 0.0 0.0 0.0
Se 0.938523 -1.748410 1.992584 0.1 0.0 -0.1
C -0.974205 -1.576828 2.025024 0.0 0.0 -0.1
C -1.574271 -1.211607 3.215446 -0.1 0.0 0.0
C -2.968035 -1.192570 3.240154 0.1 0.0 0.0
N -3.722446 -1.501757 2.193177 0.0 0.0 0.0
C -3.118207 -1.860268 1.062960 0.0 0.0 0.0
C -1.739601 -1.917288 0.919816 0.0 0.0 0.0
H -1.006125 -0.953614 4.098272 0.0 0.0 0.0
H -3.485311 -0.917526 4.151803 0.0 0.0 0.0
H -3.763731 -2.121899 0.232667 0.0 0.0 0.0
H -1.295909 -2.237905 -0.013059 0.0 0.0 0.0
```
Forces are in eV/Å.

Properties
**Energy**: -211063.3524 eV
**Total charge**: +2
**Frontier orbital gap (alpha / beta)**: 0.1823 / 0.1808 hartree

Atomic partial charges in e from the Löwdin method, atoms 1 to 8:
1 V 0.7481
2 N 0.1773
3 C -0.2693
4 C 0.0006
5 C -0.0471
6 C -0.3287
7 C -0.0396
8 C 0.0061



Which formula does entry 1 have? C17H30N4O7